The following is a DFT calculation (wB97M-V/def2-TZVPD) of 2 unconnected molecules or ions with the total composition C4H13N2 in a non-equilibrium geometry.

LUMO (spin up / spin down) = -5.297 / -5.297 eV
Net charge = +1
Kohn-Sham gap (spin up / spin down) = 0.347 / 0.347 hartree
Energy relative to the best compared isomer or geometry (same formula, charge and spin) = 498.81 kJ/mol
Multiplicity = 1

Last columns: bonded neighbours and bond lengths (Å).
Geometry (Å):
1 C -2.152 -0.683 -0.174  N5 1.356, H7 1.055, H8 1.097, H9 1.153
2 C 0.901 -1.014 -0.592  N6 1.383, H10 1.117, H11 1.060, H12 1.075
3 C 1.213 0.274 1.374  N6 1.468, H13 1.086, H14 1.071, H15 1.103
4 C 0.579 1.376 -0.752  N6 1.471, H16 1.167, H17 1.095, H18 1.065
5 N -1.344 -0.026 0.695  C1 1.356, H19 1.123
6 N 0.557 0.154 0.066  C2 1.383, C3 1.468, C4 1.471
7 H -2.951 -0.989 0.444  C1 1.055
8 H -2.487 -0.276 -1.136  C1 1.097
9 H -1.599 -1.651 -0.469  C1 1.153
10 H 1.154 -0.844 -1.667  C2 1.117
11 H 1.822 -1.409 -0.250  C2 1.060
12 H 0.035 -1.616 -0.387  C2 1.075
13 H 2.230 0.563 1.125  C3 1.086
14 H 0.679 0.907 2.053  C3 1.071
15 H 1.286 -0.812 1.553  C3 1.103
16 H -0.385 1.316 -1.408  C4 1.167
17 H 0.517 2.200 -0.034  C4 1.095
18 H 1.554 1.465 -1.171  C4 1.065
19 H -1.608 1.066 0.728  N5 1.123